1.
Here is a single C14H14Cl2FNO3 molecule from the OMol25 dataset. Energies are from ωB97M-V/def2-TZVPD.

Summary:
electronic energy	-50140.5758	eV
Kohn-Sham gap	9.04	eV

Cartesian coordinates (Å):
Cl 2.9455 -2.7500 -2.2181
Cl -4.1760 2.1429 -3.8206
F -0.4877 3.0205 -0.4949
O -1.9514 -1.0701 1.6652
O 1.5239 0.5793 -0.6018
O -4.1055 -0.5395 -2.5291
N -0.5553 0.3801 0.5297
C -2.1848 2.5270 -2.0202
C 1.3537 -0.0327 1.7761
C -1.3534 2.1120 -0.9986
C 2.9281 -1.1126 -1.5305
C -1.4121 0.8144 -0.4850
C 0.8415 0.7769 0.6062
C 2.7692 0.0793 2.2119
C -2.3553 -0.0544 -1.0261
C -3.1111 1.6440 -2.5396
C 0.3659 -0.7779 2.2822
C 0.3788 -1.7164 3.4350
C -3.2152 0.3422 -2.0427
C 1.5100 -0.7460 -1.1108
C -0.8720 -0.5567 1.4953
H 1.1504 -1.4523 -0.3551
H -0.5885 -2.2086 3.5010
H 3.2905 -0.4238 -2.2925
H 0.5666 -1.1779 4.3627
H 0.8386 -0.7906 -1.9776
H -2.1056 3.5369 -2.3886
H -4.6298 -0.1091 -3.2237
H 3.3788 0.4802 1.4053
H 2.8444 0.7531 3.0657
H -2.4488 -1.0565 -0.6435
H 0.9511 1.8513 0.8015
H 1.1595 -2.4664 3.3163
H 3.1536 -0.8913 2.5193
H 3.6025 -1.1073 -0.6747

***

2.
Here is C20H27BeNO as an isolated structure at a distorted geometry from the OMol25 dataset. Energies are from ωB97M-V/def2-TZVPD.

Summary:
charge	-2
electronic energy	-25113.2708	eV
Kohn-Sham gap	4.42	eV

Cartesian coordinates (Å):
O 1.6982 -0.9516 0.5495
N -0.9352 -0.2060 1.4192
C 0.3595 1.0729 -2.2086
C 0.7245 -2.3061 3.8477
C 3.7836 -3.1461 2.5888
C 0.2036 -3.3873 1.6359
C 5.1377 -1.3903 1.6164
C 5.0339 -2.6013 2.3042
C 1.2970 -3.1149 2.6721
C 0.3019 2.3484 -0.2828
C -3.1914 -0.9317 0.4893
C 4.0968 0.6432 0.5610
C 3.9644 -0.7354 1.2151
C 2.6099 -2.5056 2.1538
C 2.6989 -1.3663 1.3171
C 4.8455 1.6157 1.4786
C 4.8285 0.5559 -0.7897
C -1.0070 1.2800 -1.8560
C -1.9258 -1.2134 0.0829
C -1.0442 2.0704 -0.6733
C 1.1702 1.7389 -1.2372
C -1.3075 -1.8740 -0.9432
Be 0.4330 -0.3473 0.9662
H 5.8350 0.1430 -0.6477
H 2.2599 1.7732 -1.2340
H -0.6750 -2.7446 -0.7509
H 4.2818 -0.0913 -1.4865
H 0.7240 0.4961 -3.0601
H -3.2869 -0.1118 1.1941
H -1.9438 2.3725 -0.1410
H 0.4179 -1.2954 3.5411
H -1.3118 -1.5407 -1.9926
H 6.1242 -0.9296 1.4150
H -0.2978 -2.4614 1.3173
H 3.0894 1.0443 0.3821
H 5.8624 1.2505 1.6457
H 1.5536 -4.1257 3.0648
H -1.8770 0.8908 -2.3856
H -0.1496 -2.8301 4.2642
H 0.6060 2.8900 0.6126
H -0.5821 -4.0155 2.0937
H 4.9223 1.5507 -1.2470
H 5.9449 -3.1032 2.6324
H 3.7327 -4.0881 3.1565
H 4.3315 1.6873 2.4413
H 0.6079 -3.9253 0.7623
H 1.4890 -2.2164 4.6296
H -4.1038 -1.4527 0.1749
H 4.8922 2.6177 1.0361
H -1.0096 0.0952 2.4104

***

3.
Here is a 2-piece molecular cluster, C6H16N2Si overall at a distorted geometry from the OMol25 dataset. Energies are from ωB97M-V/def2-TZVPD.

Summary:
electronic energy	-17335.6337	eV
Kohn-Sham gap	8.59	eV
ΔE to the lowest compared entry with this formula, charge and spin	3.432	eV

Cartesian coordinates (Å):
Si -0.4901 -0.0499 0.7420
N -0.4956 -1.3577 -0.4645
N -1.1175 1.4371 -0.0035
C -0.8815 -2.7170 -0.2185
C -1.0061 2.7784 0.5945
C 3.0006 -0.6075 1.9477
C 0.4967 -1.1680 -1.4706
C 1.9820 0.1911 1.7462
C -1.1617 1.5940 -1.4286
H 1.1465 -0.3609 -1.3051
H -1.7533 3.3602 0.1127
H 0.0637 -1.0554 -2.5624
H -1.2435 -2.8205 0.7363
H -0.1322 -3.5397 -0.3674
H 1.0736 -2.0889 -1.5229
H 0.0018 3.2255 0.5769
H -0.3093 1.9975 -2.0270
H -2.1829 2.1078 -1.5056
H -1.4113 0.5752 -1.7617
H -1.3075 2.6631 1.6266
H 2.9512 -1.7726 1.9225
H -1.6945 -3.0963 -0.8942
H 1.9570 1.2495 1.6550
H -1.4306 -0.3782 1.8492
H 3.9444 -0.1667 2.0227

***

4.
Here is C23H30BrO5Pd as an isolated structure at a distorted geometry from the OMol25 dataset. Energies are from ωB97M-V/def2-TZVPD.

Summary:
charge	-1
electronic energy	-108093.1554	eV
multiplicity	5
Kohn-Sham gap (alpha / beta)	5.64 / 5.73	eV

Cartesian coordinates (Å):
Pd 1.3052 2.8854 1.0870
Br 3.1059 2.0962 2.8625
O -2.0365 -4.1179 -2.9350
O -3.2949 -1.4018 -1.0027
O -3.2224 -3.5894 -0.4478
O 1.0189 0.8131 0.5126
O -0.5158 -4.8834 -1.4994
C -4.6266 -3.4916 -0.1723
C 0.2762 4.5954 2.3403
C 3.1451 4.1155 0.3419
C 0.0854 0.4336 -0.4037
C -0.5558 -1.4301 -1.9464
C 3.1559 -1.5253 1.0179
C 1.7024 -1.6491 1.1472
C 1.9914 4.8088 -0.1182
C -1.1905 -2.6043 -1.1449
C -1.0179 3.0836 1.1457
C 0.2170 3.3788 3.0960
C -0.5259 4.4262 1.1715
C -1.1965 -3.9517 -1.8830
C 3.1620 2.8145 -0.2891
C -2.5866 -3.0559 -3.7540
C -0.5657 2.4343 2.3533
C -2.6660 -2.4365 -0.8598
C 0.5727 -0.8842 -1.0706
C 0.9188 -2.0410 -0.0334
C 1.0712 -1.4788 2.4527
C 2.0382 2.7449 -1.1723
C 1.2845 3.9526 -1.0332
C -0.4464 -2.6963 0.2142
H 0.5449 -2.3814 2.8058
H -3.6564 -2.9511 -3.5277
H 1.5363 -2.7514 -0.6129
H 3.8746 4.4809 1.0528
H -0.7757 5.2055 0.4548
H 0.7064 3.2037 4.0439
H -0.7918 1.4177 2.6585
H -2.4624 -3.4428 -4.7671
H -0.9363 0.2899 0.0454
H -1.6631 2.6555 0.3864
H -2.0892 -2.0784 -3.6673
H 0.3746 4.1974 -1.5750
H 3.6802 -2.3715 1.5023
H 3.4919 -0.5995 1.5151
H -4.9432 -4.5134 0.0263
H 1.8175 1.9406 -1.8633
H -4.7970 -2.8467 0.7022
H -5.1617 -3.0743 -1.0380
H -0.1413 -1.7737 -2.9049
H -0.0573 1.2271 -1.1847
H 3.4704 -1.4999 -0.0329
H 1.7244 5.8279 0.1454
H 3.8902 2.0338 -0.1040
H -1.0025 -2.0967 0.9511
H -1.3292 -0.6817 -2.1477
H -0.3752 -3.7382 0.5492
H 1.4865 -0.6690 -1.6542
H 1.8311 -1.1960 3.1917
H 0.8096 5.4933 2.6354
H 0.3405 -0.6531 2.4361

***

5.
Here is C19H13Cl2N2O7S as an isolated structure at a distorted geometry from the OMol25 dataset. Energies are from ωB97M-V/def2-TZVPD.

Summary:
charge	-1
electronic energy	-73104.2921	eV
Kohn-Sham gap	6.33	eV

Cartesian coordinates (Å):
Cl -0.4132 -3.6785 4.2860
Cl 1.7839 -4.2162 2.0612
S 0.1243 0.2644 -1.6250
O -0.6888 -2.0841 -0.7181
O 2.3784 -1.7497 0.5200
O 1.2896 -0.4714 -2.0479
O -0.9438 1.0138 0.7764
O -1.9855 -1.7714 1.1589
O -1.1517 0.0232 -2.2767
O -1.0989 -0.8110 4.5447
N 2.6585 1.5203 0.8526
N -0.1151 2.4631 3.5313
C 0.7057 4.7152 -2.6734
C 0.4300 0.0156 2.9684
C -0.4107 -4.0010 -2.0633
C 0.2024 -2.4241 3.3271
C 0.1342 1.3444 3.2834
C -1.0713 -1.4341 0.4204
C -0.2440 -1.0490 3.7006
C 0.8653 -0.2573 1.5582
C 0.3763 2.0637 -1.9747
C -0.3003 -0.1493 0.6872
C -0.7250 2.7822 -2.4092
C 1.6401 2.6310 -1.8719
C -0.5595 4.1228 -2.7669
C -0.2562 -3.5043 -0.6634
C 1.8411 0.7473 1.1532
C 1.7947 3.9851 -2.1929
C -2.3732 1.1725 1.0543
C 1.5293 -1.6209 1.3726
C 1.0881 -2.6733 2.3150
H -1.6959 2.2957 -2.4834
H -1.4195 4.6892 -3.1186
H 0.0196 -3.2757 -2.7544
H -0.8673 -4.0449 0.0669
H 0.7923 -3.4893 -0.3628
H -2.7482 0.3172 1.6263
H 0.1078 -4.9545 -2.1503
H 2.7702 4.4540 -2.0677
H -2.8978 1.2946 0.1032
H 0.8360 5.7558 -2.9715
H 2.4831 2.0397 -1.5239
H -2.4173 2.0932 1.6425
H -1.4671 -4.1442 -2.2945

***

6.
Here is a 13-piece molecular cluster, C78H65N13O26 overall at a distorted geometry from the OMol25 dataset. Energies are from ωB97M-V/def2-TZVPD.

Summary:
electronic energy	-154511.3939	eV
Kohn-Sham gap	8.41	eV
ΔE to the lowest compared entry with this formula, charge and spin	1.040	eV

Cartesian coordinates (Å):
O -2.7499 0.6796 -7.3103
O 3.2670 -4.7310 9.6159
O 0.4252 7.8481 0.5870
O -1.7941 -0.6170 -2.1087
O 4.6686 -5.5997 8.2499
O -9.6559 -0.6149 0.0200
O 3.8375 -3.8674 -2.8052
O -4.1778 2.5604 3.9704
O -4.9992 4.3468 3.0756
O -4.6082 -0.3564 -7.4598
O 5.6428 2.0841 -0.5917
O 4.9691 -2.6291 -1.4908
O 2.4215 7.2104 0.9971
O -3.8087 -5.5627 0.3170
O -0.1994 0.3642 3.2211
O -4.0858 -3.6102 -0.5049
O 6.6197 -6.3434 1.6488
O -2.8853 6.4981 -2.8557
O -0.3273 0.4081 -3.3114
O 4.7762 2.4489 1.3485
O -8.4186 -1.4829 1.5177
O -1.1963 -3.0060 2.5055
O -2.3517 -1.4062 1.6692
O -4.9204 6.4261 -2.0796
O 1.7238 0.0834 4.0901
O 5.5730 -8.2035 1.3770
N 5.6480 2.6045 0.4904
N -4.2301 3.4110 3.0958
N 5.6593 -7.0027 1.3618
N -2.0716 -2.1574 2.6106
N 4.2189 -2.7980 -2.4136
N -8.5933 -0.8687 0.5232
N 1.3721 7.1411 0.4017
N -3.9902 5.9321 -2.7316
N -0.6736 -0.1353 -2.2871
N 3.7298 -4.8940 8.5424
N 0.8244 0.7976 3.6364
N -3.4081 -0.3076 -7.2777
N -3.4723 -4.6626 -0.3590
C 1.2253 6.0925 -0.6577
C 2.4557 0.3948 -0.2604
C 2.0460 -6.0408 1.0243
C 3.0160 0.6710 -4.6636
C -3.2663 3.3044 1.9578
C -6.4746 1.1791 -1.8401
C 0.1572 -1.1894 -0.1988
C -4.7778 -1.6095 5.2276
C -4.0850 -1.5220 4.0217
C -1.9402 1.9628 0.5353
C -2.7031 4.4758 1.5008
C -2.1530 -4.8063 -1.1145
C 4.0092 0.7797 -3.7243
C -2.9482 2.0501 1.5012
C 0.3621 -0.2753 -1.2105
C 3.0457 -4.1521 7.4209
C 8.3674 5.1452 0.0424
C 0.0367 3.1906 3.3698
C 6.7526 3.5822 0.8000
C 3.0919 -3.6046 5.0629
C 1.0798 2.2844 3.5335
C -4.9635 -0.2201 -0.6088
C 4.4107 -6.1850 1.0542
C -0.8716 -2.7662 -6.0019
C -5.1839 0.7545 -1.6119
C 7.5548 4.0602 -0.2284
C 1.1239 -1.2707 0.8273
C 2.0164 3.9904 -1.5150
C -1.5425 -1.5748 -6.2889
C -2.5875 -4.0114 -7.1321
C 3.7286 -1.5749 -3.2082
C -4.1877 4.6210 -3.3599
C 3.3593 -4.0561 0.8081
C 1.4661 0.5242 -1.2824
C -0.0999 -5.9315 -1.5512
C 2.2643 -0.4888 0.7706
C -1.3538 -5.9475 -0.9474
C 2.4021 -0.5541 -4.8957
C 2.4176 2.6957 3.4716
C 0.3327 4.5448 3.2461
C 2.1189 -4.6508 0.8999
C -5.6500 3.1443 -4.6087
C 2.7352 -1.6696 -4.1026
C -1.7336 4.3662 0.5263
C 1.1608 4.1693 -2.6078
C -2.7082 -1.6341 -6.9613
C -4.5934 2.2824 -4.8081
C 6.8154 4.0724 2.0676
C 2.6565 4.0797 3.5099
C -1.3970 -3.9717 -6.4131
C 8.4408 5.6767 1.3221
C 1.2686 -2.9181 6.4415
C 3.6721 -4.2849 6.1710
C -7.3389 -0.3002 -0.1999
C -1.7731 -3.7537 -1.9027
C 1.8789 -2.9789 5.2152
C -1.3506 3.1361 0.0592
C -4.1981 -2.1743 6.3584
C 1.6147 4.9740 3.4182
C -2.8298 -2.0704 3.9390
C 4.5202 -4.7945 0.9163
C 2.0008 4.9686 -0.4822
C 7.6835 5.1194 2.3478
C 0.3080 -4.8726 -2.3628
C -3.1269 3.7513 -3.4971
C -3.2659 -2.8174 -7.4353
C 4.4241 -0.3659 -2.9967
C -2.9275 -2.7643 6.2446
C 3.1879 -6.8022 1.0624
C -0.5187 -3.8009 -2.5515
C -5.4453 4.3341 -3.8710
C -2.2615 -2.7545 5.0095
C 1.8579 -3.4598 7.5678
C -7.5500 0.6640 -1.1494
C -6.0607 -0.7520 0.0885
C -3.3437 2.6176 -4.2386
C 0.4240 6.2955 -1.7481
C 0.3355 5.2827 -2.6903
H 3.1813 -7.8764 1.1538
H -0.5881 3.0571 -0.6929
H -4.5541 -1.0729 3.1530
H -4.3025 1.1226 -2.1261
H 1.5183 -3.4463 8.6020
H 3.5435 -3.5806 4.0699
H -4.6891 -2.2217 7.3225
H -5.8797 -1.5428 0.8093
H -1.2696 5.2525 0.1203
H -0.7573 -1.7658 -0.1259
H -2.4178 -2.8919 -2.0012
H 5.2252 -0.2626 -2.2796
H -6.2459 5.0523 -3.7003
H 0.0835 -2.7517 -5.4979
H -6.6245 2.9697 -5.0568
H -1.3073 -3.2637 4.9232
H -0.8798 -4.8925 -6.1722
H -0.1337 7.2086 -1.8739
H 3.2179 1.9724 3.4846
H -6.6672 1.9333 -2.5857
H -3.9609 -0.5806 -0.4107
H 1.8114 6.0299 3.4670
H 1.1779 3.4117 -3.3761
H 4.4909 1.7175 -3.4755
H -4.1766 -2.8614 -8.0183
H 3.6857 4.4156 3.5970
H 1.2314 -4.0367 0.8565
H -3.3974 1.1424 1.8798
H 1.4245 -2.5028 4.3572
H 0.8825 -1.9325 1.6457
H -0.2500 -2.9501 -3.1638
H -1.7307 -6.7451 -0.3126
H -2.5547 1.9112 -4.4608
H 6.1616 3.7045 2.8403
H 1.5866 1.2514 -2.0796
H -5.7899 -1.2463 5.3317
H -2.4988 -3.2447 7.1230
H -2.1797 4.0181 -3.0501
H 9.0567 6.5485 1.4812
H -8.5817 0.9685 -1.3076
H 1.6116 -0.6315 -5.6257
H 3.3320 1.0235 -0.2666
H 1.0851 -6.5252 1.0753
H 5.5026 -4.3406 0.8944
H 2.6835 3.1418 -1.4316
H -1.6892 0.9535 0.2208
H 2.7108 1.5459 -5.2268
H -3.0364 5.4192 1.9170
H 7.4795 3.6130 -1.2111
H 2.9691 -0.5555 1.5825
H 7.7173 5.5280 3.3587
H -0.9486 2.7278 3.3736
H 8.9482 5.5638 -0.7755
H 0.3309 -2.4201 6.6110
H -1.1032 -0.6456 -5.9817
H 2.6110 4.8432 0.4050
H -0.5141 5.2042 3.1196
H 3.4297 -2.9873 0.6484
H -4.6816 1.3961 -5.4282
H 1.2803 -4.9221 -2.8335
H -0.3140 5.3801 -3.5426
H -2.9623 -4.9616 -7.5019
H 4.5920 -4.8503 6.0886
H 0.5467 -6.7779 -1.3716
H 2.2033 -2.5948 -4.2468

***

7.
Here is a 12-piece molecular cluster, H23O12 overall at a distorted geometry from the OMol25 dataset. Energies are from ωB97M-V/def2-TZVPD.

Summary:
charge	-1
electronic energy	-24945.3376	eV
Kohn-Sham gap	9.11	eV
ΔE to the lowest compared entry with this formula, charge and spin	2.671	eV

Cartesian coordinates (Å):
O -0.5593 4.4017 -0.4706
O -0.3136 1.4046 -2.1894
O -1.6946 -1.9839 2.7440
O 1.7726 -1.2941 -2.6202
O 0.7948 -0.1038 2.7126
O -1.1114 -4.4458 0.3658
O 0.1981 -0.1357 -0.0341
O -0.5169 -0.8795 -4.5008
O -2.2704 -0.6394 -0.3740
O 1.6772 2.1255 0.4166
O 3.8266 0.1590 2.8801
O -1.3906 1.5543 1.3935
H -1.2307 -0.2612 -4.6675
H -1.1296 3.6755 -0.2072
H 0.2821 4.0553 -0.7861
H -1.7089 -2.9379 2.6614
H 1.6218 1.2970 -0.0934
H -1.3423 -3.8032 -0.3157
H 1.7986 -0.6052 -1.9448
H -0.0285 0.3653 2.4549
H 0.2204 -1.0734 0.1944
H -2.1942 1.5076 1.9154
H -1.7300 -1.5739 1.8686
H 0.2109 -0.9310 -5.1218
H 0.9568 1.8168 0.9991
H -1.2185 -0.4635 -0.2993
H -0.4347 0.5600 -2.6368
H 2.8597 0.2078 2.9680
H 0.5386 -0.8113 2.1054
H -1.3057 0.7619 0.8222
H -0.1428 1.0992 -1.2817
H 3.8906 0.5423 1.9955
H 1.0330 -1.0639 -3.1854
H -1.3690 -4.0150 1.1789
H -2.4334 0.0373 -1.0453

***

8.
Here is a 2-piece molecular cluster, CH6N2O3S overall at a distorted geometry from the OMol25 dataset. Energies are from ωB97M-V/def2-TZVPD.

Summary:
electronic energy	-21089.5926	eV
Kohn-Sham gap	10.21	eV
ΔE to the lowest compared entry with this formula, charge and spin	1.942	eV

Cartesian coordinates (Å):
S -0.6821 -0.8445 -0.1686
O -0.0583 -0.0451 1.0661
O -0.3213 -2.2416 -0.1341
O -0.1202 -0.0505 -1.2187
N 2.9211 1.6096 -1.0159
N 2.5844 1.2035 0.0990
C -2.4690 -0.6962 0.3276
H -2.2051 -0.9196 1.3257
H 3.2138 1.3147 0.8488
H -2.7831 0.2476 -0.0170
H 2.1081 1.4038 -1.6760
H -2.9267 -1.4035 -0.2460
H 0.7386 0.4217 0.8089

***

9.
Here is a 2-piece molecular cluster, C3H9IN3 overall at a distorted geometry from the OMol25 dataset. Energies are from ωB97M-V/def2-TZVPD.

Summary:
charge	+1
electronic energy	-15816.9092	eV
Kohn-Sham gap (alpha / beta)	8.57 / 7.84	eV
ΔE to the lowest compared entry with this formula, charge and spin	4.095	eV

Cartesian coordinates (Å):
I -2.1687 -0.6981 -1.0386
N -0.6631 -0.0556 -3.7155
N 0.3000 0.0045 -3.1397
N 0.5591 0.5861 -0.1272
C -0.0195 -0.6443 -0.8715
C 0.8856 0.3061 1.3310
C -0.3098 -0.0014 2.2256
H -0.0837 1.3636 -0.2967
H 1.4941 0.8384 -0.5066
H -0.8889 0.7124 2.6875
H -1.0251 -0.5817 1.5739
H 0.5914 -1.4845 -0.7546
H -1.5703 -0.0815 -3.3170
H 1.3275 -0.6576 1.1884
H 0.0797 -0.6953 3.0095
H 1.4916 1.0889 1.7514

***

10.
Here is a single C4H7N3 molecule at a distorted geometry from the OMol25 dataset. Energies are from ωB97M-V/def2-TZVPD.

Summary:
electronic energy	-8727.7657	eV
Kohn-Sham gap	9.19	eV
ΔE to the lowest compared entry with this formula, charge and spin	3.914	eV

Cartesian coordinates (Å):
N -0.7172 -0.1856 -1.6504
N 0.6473 0.3515 1.3733
N 1.2533 -0.6665 -0.5913
C -1.0544 0.0010 -0.3191
C 0.4291 -0.0641 0.3062
C 0.4996 -0.7532 -1.6843
C -0.3801 0.9626 2.1981
H -0.0270 1.0410 3.2503
H -0.8981 1.9908 1.8531
H -1.5851 -0.4318 0.3801
H -1.1282 0.1858 2.5203
H -1.5872 -0.1252 -2.4215
H 1.0695 -1.2921 -2.4313
H -1.0923 1.2589 -0.0781